The molecule C4H2S2 at a distorted geometry, computed with ωB97M-V/def2-TZVPD.

For the total energy, the calculation gives -949.8698 Eh. Its LUMO energy is -2.0 eV. As for the largest force on an atom: 4.115 eV/A. As for the frontier orbital gap: 7.27 eV. As for the net charge: 0. Its energy above the lowest of the compared OMol25 structures with the same formula, charge and spin is 0.933 eV. The value obtained for the HOMO energy is -0.3403 Ha.

Structure (XYZ):
```
8
Properties=species:S:1:pos:R:3:lowdin_charge:R:1
S 2.636 1.282 1.443 0.67
C 1.049 0.755 1.480 -0.64
C 0.341 0.224 0.449 -0.12
C -0.317 -0.298 -0.409 -0.07
C -1.210 -0.859 -1.374 -0.66
S -1.321 -0.298 -2.884 0.73
H 0.536 0.959 2.414 0.05
H -1.714 -1.765 -1.119 0.04
```



A structure of composition H14MnO7 at a distorted geometry, computed with ωB97M-V/def2-TZVPD.

For the total energy, the calculation gives -1685.5874 Eh. Its LUMO energy (alpha / beta) is -6.8 / -6.8 eV. As for the largest force on an atom: 2.352 eV/A. As for the frontier orbital gap (alpha / beta): 11.72 / 12.87 eV. As for the net charge: +2. As for the spin multiplicity: 6. Its energy above the lowest of the compared OMol25 structures with the same formula, charge and spin is 0.132 eV. As for the expectation value of S²: 8.752. The value obtained for the HOMO energy (alpha / beta) is -0.6789 / -0.7213 Ha.

Structure (XYZ):
```
22
Properties=species:S:1:pos:R:3:lowdin_charge:R:1
Mn 0.019 0.145 0.088 0.95
O -2.014 -0.747 -0.217 -0.06
H -2.249 -1.632 0.148 0.12
H -2.863 -0.443 -0.504 0.08
O -0.779 0.331 2.135 -0.02
H -1.151 1.054 2.592 0.08
H -1.350 -0.354 2.529 0.11
O -1.249 1.833 -0.724 -0.04
H -2.150 1.802 -0.364 0.09
H -1.347 2.014 -1.673 0.10
O 1.484 1.612 -0.567 -0.04
H 1.578 2.020 -1.440 0.11
H 2.322 1.740 -0.145 0.08
O 1.990 -0.220 1.520 -0.06
H 2.649 -0.692 0.986 0.09
H 2.355 0.165 2.341 0.11
O 0.307 -2.095 0.304 -0.02
H 0.371 -2.777 -0.354 0.09
H 0.611 -2.518 1.097 0.09
O 0.371 -0.419 -2.163 -0.05
H -0.123 -0.583 -3.012 0.13
H 1.211 -0.231 -2.578 0.07
```



A structure of composition C22H25N3O3S at a distorted geometry, computed with ωB97M-V/def2-TZVPD.

For the total energy, the calculation gives -1640.8980 Eh. Its LUMO energy is 0.2 eV. As for the largest force on an atom: 14.539 eV/A. As for the frontier orbital gap: 8.67 eV. As for the net charge: 0. Its energy above the lowest of the compared OMol25 structures with the same formula, charge and spin is 18.886 eV. The value obtained for the HOMO energy is -0.3117 Ha.

Structure (XYZ):
```
54
Properties=species:S:1:pos:R:3:lowdin_charge:R:1
C -2.505 3.330 -1.851 -0.02
H -3.566 3.552 -2.217 0.14
O -1.734 2.914 -2.974 -0.02
C -0.517 2.583 -2.852 -0.39
C -0.082 2.430 -1.714 -0.03
C 1.416 2.043 -1.570 -0.03
C 2.182 1.849 -2.661 -0.18
C 1.520 1.759 -4.041 -0.02
C 0.264 2.275 -4.136 0.05
H -0.257 2.482 -4.965 0.06
H 2.290 1.518 -4.886 0.14
C 3.594 0.954 -2.759 -0.11
H 3.943 1.379 -3.503 -0.02
H 4.095 1.281 -1.647 0.18
C 3.360 -0.572 -2.719 -0.18
N 2.706 -0.879 -1.497 0.03
C 3.080 -1.446 -0.371 -0.43
O 4.391 -1.699 -0.290 -0.09
C 2.207 -2.061 0.716 -0.06
H 2.015 -0.923 1.235 0.19
C 0.917 -2.676 0.115 -0.36
C -0.001 -1.613 -0.068 -0.60
O -0.042 -0.844 -0.863 0.19
N -1.118 -1.858 0.773 0.11
C -1.193 -3.224 1.492 -0.69
N -2.066 -3.404 2.565 0.00
C -3.438 -2.555 2.749 -0.13
H -3.883 -3.558 3.143 0.14
H -3.669 -2.123 1.832 0.06
C -3.114 -1.493 3.849 -0.11
C -2.098 -0.611 3.229 -0.44
C -0.867 -0.624 3.445 -0.16
C 0.125 0.290 3.039 -0.01
C -0.453 1.396 2.125 -0.09
C -1.739 1.470 1.840 -0.09
C -2.439 0.370 2.455 -0.07
H -3.743 0.464 2.084 0.20
H -1.918 2.329 1.383 0.06
H 0.393 2.011 1.722 0.10
H 1.339 0.282 3.221 0.15
H -0.452 -1.264 4.380 0.17
H -2.486 -1.824 4.742 0.14
H -4.061 -1.004 3.926 0.10
S 0.257 -3.683 1.473 1.14
H -2.017 -1.364 0.552 0.15
H 1.059 -3.285 -0.572 0.05
H 2.645 -2.467 1.495 0.05
H 1.514 -0.689 -1.387 0.19
H 2.982 -0.977 -3.616 0.10
H 4.556 -0.903 -2.600 0.18
H 1.889 1.713 -0.607 0.11
H -0.391 2.563 -0.742 0.07
H -2.192 3.911 -1.240 -0.01
H -2.698 2.474 -1.231 0.09
```



A cluster of 2 separate species, C4H14ClNOSSi in total at a distorted geometry, computed with ωB97M-V/def2-TZVPD.

For the total energy, the calculation gives -1438.6304 Eh. Its LUMO energy is 0.7 eV. As for the largest force on an atom: 2.677 eV/A. As for the frontier orbital gap: 9.73 eV. As for the net charge: 0. The value obtained for the HOMO energy is -0.3319 Ha.

Structure (XYZ):
```
23
Properties=species:S:1:pos:R:3:lowdin_charge:R:1
N -1.840 1.514 2.436 -0.07
C -1.190 1.297 1.061 -0.32
C 0.452 1.241 1.377 -0.35
Si 1.005 3.118 1.426 0.29
Cl 2.306 3.401 -0.250 0.13
H -2.646 0.864 2.565 0.06
H -2.096 2.515 2.583 0.06
H -1.479 2.263 0.424 0.10
H -1.555 0.319 0.525 0.09
H 0.610 0.760 2.454 0.09
H 1.035 0.607 0.582 0.04
H 1.595 3.486 2.718 -0.08
H -0.198 3.967 1.232 -0.06
C -0.311 -3.472 -2.597 -0.27
S -0.244 -2.484 -1.083 0.81
O -1.188 -1.330 -1.256 -0.57
C 1.433 -1.858 -1.344 -0.27
H -1.298 -3.934 -2.667 0.05
H -0.147 -2.833 -3.468 0.06
H 0.452 -4.253 -2.556 0.05
H 1.488 -1.319 -2.293 0.06
H 2.138 -2.692 -1.344 0.05
H 1.680 -1.177 -0.526 0.03
```



Question: What is the formula in the first record?
Answer: C4H2S2